DFT (ωB97M-V with the def2-TZVPD basis set) results for a 6-piece molecular cluster, C32H61N3O7S overall in a non-equilibrium geometry.

Calculated values
2S+1   1
Frontier orbital gap   7.20 eV
ΔE to the lowest compared entry with this formula, charge and spin   1847.8 kJ/mol
Total charge   0
SMILES string   CCCNc1c(COCCC)cc2c(c1C)Sc1ccc(OCC)cc1N2N.CCO.CCO.CCO.CCO.CCO

Bonds (Å) are listed after each position.
Positions of all 104 atoms, in Å:
1 C -2.981 0.979 3.980  C2 1.668, H29 1.184, H30 1.171, H31 1.183
2 C -2.330 2.494 3.729  C1 1.668, C3 1.656, H32 1.170, H33 1.193
3 C -2.937 3.203 2.361  C2 1.656, N4 1.512, H34 1.192, H35 1.181
4 N -1.946 3.268 1.221  C3 1.512, C5 1.513, H36 1.059
5 C -1.410 1.910 0.824  N4 1.513, C6 1.671, C15 1.671
6 C 0.154 1.433 1.168  C5 1.671, C7 1.664, C12 1.646
7 C 1.240 2.412 1.964  C6 1.664, O8 1.497, H37 1.170, H38 1.170
8 O 1.573 3.574 1.082  C7 1.497, C9 1.472
9 C 2.975 3.512 0.637  O8 1.472, C10 1.673, H39 1.170, H40 1.194
10 C 3.208 2.459 -0.642  C9 1.673, C11 1.644, H41 1.170, H42 1.193
11 C 2.245 2.795 -1.931  C10 1.644, H43 1.187, H44 1.185, H45 1.189
12 C 0.690 -0.044 0.677  C6 1.646, C13 1.673, H46 1.181
13 C -0.239 -1.141 -0.179  C12 1.673, C14 1.635, N27 1.503
14 C -1.768 -0.669 -0.515  C13 1.635, C15 1.651, S17 1.890
15 C -2.333 0.801 -0.020  C5 1.671, C14 1.651, C16 1.661
16 C -3.891 1.279 -0.340  C15 1.661, H47 1.171, H48 1.186, H49 1.194
17 S -2.901 -1.805 -1.514  C14 1.890, C18 1.896
18 C -2.038 -3.487 -1.372  S17 1.896, C19 1.664, C26 1.635
19 C -2.985 -4.800 -1.756  C18 1.664, C20 1.661, H50 1.193
20 C -2.324 -6.321 -1.674  C19 1.661, C21 1.666, H51 1.178
21 C -0.737 -6.427 -1.176  C20 1.666, O22 1.499, C25 1.671
22 O -0.193 -7.823 -1.133  C21 1.499, C23 1.471
23 C 1.262 -7.825 -1.345  O22 1.471, C24 1.652, H52 1.194, H53 1.193
24 C 1.919 -9.322 -1.575  C23 1.652, H54 1.193, H55 1.192, H56 1.192
25 C 0.186 -5.088 -0.794  C21 1.671, C26 1.673, H57 1.194
26 C -0.475 -3.554 -0.898  C18 1.635, C25 1.673, N27 1.502
27 N 0.451 -2.415 -0.578  C13 1.503, C26 1.502, N28 1.385
28 N 1.454 -2.231 -1.516  N27 1.385, H58 1.043, H59 1.063
29 H -2.839 0.718 5.127  C1 1.184
30 H -4.123 0.971 3.724  C1 1.171
31 H -2.441 0.202 3.269  C1 1.183
32 H -1.173 2.332 3.661  C2 1.170
33 H -2.504 3.205 4.670  C2 1.193
34 H -3.271 4.297 2.699  C3 1.192
35 H -3.943 2.640 2.106  C3 1.181
36 H -2.346 3.758 0.371  N4 1.059
37 H 2.230 1.807 2.116  C7 1.170
38 H 0.842 2.817 2.987  C7 1.170
39 H 3.748 3.231 1.470  C9 1.170
40 H 3.294 4.582 0.215  C9 1.194
41 H 2.986 1.357 -0.318  C10 1.170
42 H 4.349 2.474 -0.990  C10 1.193
43 H 2.903 2.879 -2.915  C11 1.187
44 H 1.640 3.803 -1.787  C11 1.185
45 H 1.480 1.910 -2.146  C11 1.189
46 H 1.805 -0.331 0.937  C12 1.181
47 H -4.295 0.762 -1.310  C16 1.171
48 H -3.817 2.440 -0.569  C16 1.186
49 H -4.613 1.142 0.602  C16 1.194
50 H -4.112 -4.680 -2.127  C19 1.193
51 H -2.981 -7.250 -1.979  C20 1.178
52 H 1.614 -7.115 -2.238  C23 1.194
53 H 1.777 -7.402 -0.355  C23 1.193
54 H 2.979 -9.309 -1.026  C24 1.193
55 H 2.138 -9.531 -2.728  C24 1.192
56 H 1.265 -10.198 -1.100  C24 1.192
57 H 1.328 -5.179 -0.460  C25 1.194
58 H 1.500 -3.021 -2.196  N28 1.043
59 H 1.192 -1.325 -2.007  N28 1.063
60 C 7.291 6.471 0.197  C61 1.515, H63 1.095, H64 1.094, H65 1.095
61 C 5.942 5.892 0.570  C60 1.515, O62 1.420, H66 1.094, H67 1.094
62 O 6.100 4.566 1.052  C61 1.420, H68 0.973
63 H 7.774 5.857 -0.570  C60 1.095
64 H 7.186 7.491 -0.181  C60 1.094
65 H 7.960 6.482 1.063  C60 1.095
66 H 5.283 5.862 -0.303  C61 1.094
67 H 5.458 6.493 1.346  C61 1.094
68 H 6.679 4.604 1.833  O62 0.973
69 C -7.208 1.706 -3.470  C70 1.515, H72 1.095, H73 1.094, H74 1.095
70 C -6.544 3.019 -3.827  C69 1.515, O71 1.420, H75 1.094, H76 1.094
71 O -5.144 2.931 -3.607  C70 1.420, H77 0.973
72 H -7.017 1.451 -2.422  C69 1.095
73 H -8.288 1.759 -3.630  C69 1.094
74 H -6.802 0.889 -4.076  C69 1.095
75 H -6.936 3.829 -3.204  C70 1.094
76 H -6.719 3.275 -4.876  C70 1.094
77 H -4.803 2.215 -4.170  O71 0.973
78 C 1.024 -4.331 3.311  C79 1.515, H81 1.095, H82 1.094, H83 1.095
79 C -0.359 -4.944 3.240  C78 1.515, O80 1.420, H84 1.094, H85 1.094
80 O -1.308 -3.957 2.865  C79 1.420, H86 0.973
81 H 1.045 -3.510 4.035  C78 1.095
82 H 1.767 -5.079 3.604  C78 1.094
83 H 1.311 -3.910 2.342  C78 1.095
84 H -0.651 -5.345 4.215  C79 1.094
85 H -0.391 -5.758 2.509  C79 1.094
86 H -1.045 -3.613 1.994  O80 0.973
87 C -4.296 -6.353 -5.737  C88 1.515, H90 1.095, H91 1.094, H92 1.095
88 C -5.180 -5.753 -4.664  C87 1.515, O89 1.420, H93 1.094, H94 1.094
89 O -6.520 -5.670 -5.128  C88 1.420, H95 0.973
90 H -4.332 -5.747 -6.648  C87 1.095
91 H -3.259 -6.419 -5.397  C87 1.094
92 H -4.643 -7.356 -6.009  C87 1.095
93 H -4.843 -4.743 -4.411  C88 1.094
94 H -5.161 -6.361 -3.754  C88 1.094
95 H -6.812 -6.573 -5.342  O89 0.973
96 C 6.301 7.514 5.182  C97 1.515, H99 1.095, H100 1.094, H101 1.095
97 C 7.294 8.389 4.445  C96 1.515, O98 1.420, H102 1.094, H103 1.094
98 O 7.431 7.944 3.103  C97 1.420, H104 0.973
99 H 6.630 6.470 5.174  C96 1.095
100 H 6.188 7.841 6.219  C96 1.094
101 H 5.322 7.544 4.694  C96 1.095
102 H 8.277 8.340 4.923  C97 1.094
103 H 6.966 9.433 4.437  C97 1.094
104 H 6.554 8.000 2.685  O98 0.973

These are the Mulliken partial charges, in e, on atoms 1 to 8: -0.798, -0.056, -0.262, -0.118, -0.673, 0.740, -0.755, -0.388